Density functional theory data (ωB97M-V with the def2-TZVPD basis set) for 6 unconnected molecules or ions with the total composition C30H77N5O11 at a distorted geometry.

Values from the calculation:
Max |F|, eV/Å: 4.77
LUMO energy (spin up / spin down), eV: -2.91 / -7.96
Highest occupied orbital energy (spin up / spin down), Eh: -0.361 / -0.361
Gap between HOMO and LUMO (spin up / spin down), eV: 6.909 / 1.849

The geometry in ORCA input format:
```
! RIJCOSX wB97M-V def2-TZVPD def2/J DEFGRID3
* xyz 1 2
C -12.8853 -0.0124 -11.6238
O -12.9682 -1.1249 -12.4825
C -13.1298 -0.8442 -13.8628
C -13.1416 -2.0918 -14.8257
N -13.2932 -1.6610 -16.2249
C -13.5521 -2.8287 -17.0781
C -12.2215 -3.4716 -17.7265
O -11.2566 -2.5321 -18.3258
C -11.7786 -2.0246 -19.5493
H -13.6122 0.7744 -11.8257
H -11.9347 0.5202 -11.5959
H -13.0627 -0.4183 -10.6279
H -12.3465 -0.2205 -14.2936
H -13.9875 -0.1858 -14.0006
H -13.8690 -2.7878 -14.4079
H -12.1556 -2.5303 -14.6717
H -12.4709 -1.2065 -16.5955
H -14.1653 -2.7393 -17.9748
H -13.9734 -3.7050 -16.5855
H -12.4270 -4.1527 -18.5523
H -11.7037 -3.9664 -16.9048
H -12.2674 -2.7057 -20.2459
H -10.8798 -1.5875 -19.9842
H -12.4357 -1.1702 -19.3877
C -8.7915 -0.3209 -11.7081
O -8.1309 0.3344 -10.7097
C -8.4087 -0.1449 -9.3863
C -8.0470 0.8703 -8.4218
N -8.2768 0.5917 -6.9983
C -9.6412 0.4487 -6.6866
C -9.9277 0.0081 -5.2298
O -11.3181 0.1101 -4.8510
C -11.7640 1.5125 -4.5749
H -9.8499 -0.5115 -11.5308
H -8.4065 -1.2860 -12.0374
H -8.7715 0.3631 -12.5565
H -7.9779 -1.1274 -9.1935
H -9.4840 -0.2953 -9.2905
H -8.3545 1.8885 -8.6601
H -6.9578 0.8434 -8.3904
H -7.8977 1.2582 -6.3409
H -10.0577 -0.3044 -7.3556
H -10.3958 1.2175 -6.8528
H -9.2757 0.6474 -4.6346
H -9.4485 -0.9639 -5.1131
H -12.8178 1.5720 -4.8471
H -11.2125 2.2786 -5.1200
H -11.6839 1.5481 -3.4885
C -15.4666 2.2853 -12.2618
O -14.8996 2.3926 -10.9464
C -14.1573 3.5823 -10.6368
C -14.7075 4.9932 -10.8778
N -13.6974 5.9662 -10.4600
C -13.8302 7.3724 -10.8902
C -13.7893 7.5920 -12.3910
O -14.8851 8.3899 -12.9575
C -15.3278 9.4954 -12.1961
H -15.9744 3.2103 -12.5350
H -16.2563 1.5373 -12.1921
H -14.7137 2.1475 -13.0379
H -13.2143 3.5099 -11.1787
H -13.9289 3.5483 -9.5716
H -15.6009 5.0931 -10.2613
H -14.9631 5.1422 -11.9269
H -13.6206 6.0552 -9.4569
H -13.0207 7.8840 -10.3696
H -14.7319 7.7774 -10.4307
H -13.6464 6.6815 -12.9729
H -12.9968 8.2552 -12.7375
H -15.8178 10.2148 -12.8521
H -14.5059 10.0643 -11.7615
H -15.9645 9.0920 -11.4087
C -6.3650 6.8363 -3.8449
O -7.1670 6.3828 -4.8427
C -7.1893 4.9539 -5.1637
C -8.5835 4.6382 -5.5774
N -8.9934 5.1821 -6.8418
C -10.1267 4.5936 -7.3982
C -10.4172 5.2401 -8.7272
O -9.9016 4.4533 -9.8352
C -8.5885 4.5577 -9.9863
H -6.7880 6.6102 -2.8662
H -6.3910 7.9159 -3.9931
H -5.2823 6.7187 -3.7978
H -6.8488 4.2237 -4.4295
H -6.5038 4.7147 -5.9768
H -9.2132 4.9783 -4.7553
H -8.4689 3.5730 -5.7780
H -8.9525 6.1567 -7.1039
H -11.0258 4.7005 -6.7913
H -9.8588 3.5580 -7.6078
H -10.1044 6.2812 -8.8073
H -11.4868 5.3459 -8.9085
H -8.2178 5.5571 -10.2141
H -8.3721 3.9713 -10.8793
H -8.0753 4.0328 -9.1806
C -13.5336 1.6759 -21.5086
O -14.0174 1.5530 -20.2097
C -13.5743 2.4607 -19.2478
C -14.4898 2.3959 -18.0034
N -14.0548 3.1706 -16.8050
C -12.8498 2.5423 -16.2295
C -12.3670 3.2150 -14.8894
O -11.4897 2.2658 -14.3164
C -10.8017 2.6316 -13.0321
H -13.7982 2.6189 -21.9868
H -13.8596 0.8383 -22.1252
H -12.4452 1.6183 -21.5259
H -13.6520 3.4596 -19.6771
H -12.5062 2.3489 -19.0610
H -14.7648 1.3955 -17.6695
H -15.4584 2.8505 -18.2117
H -14.7059 3.0370 -16.0445
H -12.0882 2.5332 -17.0092
H -13.0960 1.5003 -16.0254
H -13.1512 3.4434 -14.1676
H -12.0150 4.2345 -15.0467
H -9.9330 2.0633 -12.6994
H -11.4414 2.5986 -12.1502
H -10.3368 3.5910 -13.2592
O -11.5261 1.6749 -9.6483
H -10.6362 1.3352 -9.7433
H -11.4214 2.6263 -9.6511
*
```

---

Density functional theory data (ωB97M-V with the def2-TZVPD basis set) for a molecular structure, C9H13O3 at a distorted geometry.

Values from the calculation:
Max |F|, eV/Å: 3.27
LUMO energy (spin up / spin down), eV: 0.30 / -3.08
Energy relative to the best compared isomer or geometry (same formula, charge and spin), eV: 4.983
Highest occupied orbital energy (spin up / spin down), Eh: -0.181 / -0.304
Gap between HOMO and LUMO (spin up / spin down), eV: 5.237 / 5.207

The geometry in ORCA input format:
```
! RIJCOSX wB97M-V def2-TZVPD def2/J DEFGRID3
* xyz 0 4
O 0.5386 0.3877 -1.7314
O 0.9769 1.7898 -1.4578
C -1.8944 -0.0043 -2.7318
C -1.8348 0.2353 -1.2436
C -0.3614 0.0584 -0.7050
C -0.1529 -1.3634 -0.2617
C 0.5733 -1.6529 0.8389
C 1.2117 -0.6396 1.6275
C 0.9144 0.6857 1.4078
C -0.0023 1.0699 0.3618
O -1.0338 1.9321 0.5706
C 2.2714 -0.9855 2.6491
H -2.8712 0.2240 -3.1696
H -1.1691 0.6741 -3.2015
H -1.6346 -1.0363 -2.9656
H -2.1453 1.2596 -1.0342
H -2.4757 -0.4574 -0.6843
H -0.6015 -2.1482 -0.8949
H 0.6684 -2.7010 1.1661
H 1.4508 1.5640 1.8340
H 0.7777 1.8072 -0.4311
H -0.8245 2.5033 1.3213
H 2.3016 -2.0708 2.7933
H 3.2851 -0.6585 2.3484
H 2.0316 -0.4732 3.5939
*
```

---

Density functional theory data (ωB97M-V with the def2-TZVPD basis set) for 9 unconnected molecules or ions with the total composition C12H24Cl12F6O6P at a distorted geometry.

Values from the calculation:
Max |F|, eV/Å: 1.29
LUMO energy, eV: 2.29
Highest occupied orbital energy, Eh: -0.312
Gap between HOMO and LUMO, eV: 10.776

The geometry in ORCA input format:
```
! RIJCOSX wB97M-V def2-TZVPD def2/J DEFGRID3
* xyz -1 1
P -0.6150 0.6378 -0.1254
F -0.3687 1.5958 1.1706
F 0.4455 1.5195 -0.9762
F 0.6233 -0.2907 0.3625
F -0.9266 -0.3371 -1.3707
F -1.6358 -0.2487 0.7827
F -1.8008 1.6100 -0.6442
C 1.7946 3.9180 -2.4934
O 2.5072 3.9960 -1.2689
C 3.8248 4.2546 -1.3692
O 4.4727 4.3247 -2.3634
O 4.3424 4.4305 -0.1616
C 3.5491 4.2141 1.0027
H 2.4667 3.8293 -3.3456
H 1.1809 4.8121 -2.6098
H 1.1338 3.0544 -2.4695
H 3.1329 3.2058 0.9869
H 2.6977 4.8933 1.0256
H 4.1878 4.3365 1.8692
C -0.0171 -3.0852 2.4499
O 0.1919 -4.2217 1.6284
C -0.4351 -5.3344 1.9153
O -1.2252 -5.5314 2.7951
O -0.0349 -6.2557 1.0429
C -0.2760 -7.6122 1.3229
H 0.3266 -2.1877 1.9456
H 0.5640 -3.1932 3.3710
H -1.0449 -2.9743 2.7865
H 0.3738 -8.2284 0.7044
H -1.2967 -7.9132 1.0806
H -0.0447 -7.8029 2.3724
C 0.9503 -2.6658 -1.5438
Cl -0.4814 -3.4800 -2.1530
Cl 2.3993 -3.5676 -2.0040
H 1.0403 -1.6641 -1.9490
H 0.9256 -2.5280 -0.4690
C -3.7216 -0.3048 3.1847
Cl -5.0986 0.4956 3.9824
Cl -2.7015 -1.1251 4.3786
H -4.0726 -0.9300 2.3729
H -3.1004 0.4777 2.7621
C -1.6970 1.5856 -3.8462
Cl -2.2946 3.1782 -4.3692
Cl -2.3885 0.2996 -4.8516
H -0.6168 1.5137 -3.8673
H -2.0640 1.3518 -2.8563
C -0.5495 4.4243 -0.0071
Cl 0.2712 5.8899 0.6339
Cl -1.6887 4.8647 -1.2984
H 0.1783 3.7419 -0.4229
H -1.0714 3.9800 0.8283
C 3.4276 -0.2412 1.6911
Cl 3.8363 -0.2640 -0.0340
Cl 4.6593 0.6704 2.5809
H 2.4686 0.2394 1.8425
H 3.4184 -1.2743 2.0173
C -3.8734 -0.8114 -1.6219
Cl -4.7105 -1.9890 -0.5985
Cl -5.0312 0.1186 -2.5933
H -3.3802 -0.1036 -0.9662
H -3.1276 -1.2984 -2.2401
*
```

---

Density functional theory data (ωB97M-V with the def2-TZVPD basis set) for a molecular structure, C32H58BCoF6N8PS.

Values from the calculation:
Max |F|, eV/Å: 0.81
LUMO energy (spin up / spin down), eV: -4.81 / -8.78
Energy relative to the best compared isomer or geometry (same formula, charge and spin), eV: 0.284
Highest occupied orbital energy (spin up / spin down), Eh: -0.514 / -0.513
Gap between HOMO and LUMO (spin up / spin down), eV: 9.182 / 5.177

The geometry in ORCA input format:
```
! RIJCOSX wB97M-V def2-TZVPD def2/J DEFGRID3
* xyz 2 6
Co -0.2141 0.3866 0.3807
C 2.5517 2.8444 0.1032
C 2.9144 1.8033 -0.9554
C 2.0873 1.9657 -2.2328
C 2.8257 0.4104 -0.3998
C 3.8220 -0.5585 -0.3921
C 3.3089 -1.6560 0.2720
C 4.0940 -2.9372 0.4441
C 5.2298 -2.7472 1.4542
C 3.3150 -4.2089 0.7466
N 2.0402 -1.3479 0.6492
N 1.7447 -0.0752 0.2120
B 1.0328 -2.0334 1.6107
N 0.6048 -0.9500 2.7363
N -0.1066 0.0932 2.4160
C -0.4459 0.8033 3.5972
C 0.1106 0.1574 4.6472
C 0.8070 -0.9604 4.1002
C 1.6838 -1.9228 4.7797
C 3.1376 -1.4307 4.5566
C 1.3597 -2.0741 6.2631
C -1.2423 2.0546 3.5227
C -0.3366 3.1991 3.0413
C -2.4875 1.8923 2.6455
N -0.2794 -2.4507 0.9100
N -0.8862 -1.5229 0.0854
C -1.9079 -2.1323 -0.5203
C -1.9655 -3.4553 -0.0939
C -0.9607 -3.6259 0.8345
C -0.8746 -4.8882 1.6729
C -2.1565 -4.9692 2.5189
C 0.3239 -5.1265 2.5772
C -2.8808 -1.4767 -1.4619
C -4.3159 -1.7594 -1.0009
C -2.6727 0.0155 -1.6213
H 2.7208 3.8507 -0.2779
H 3.1546 2.7108 1.0026
H 1.4977 2.7821 0.3714
H 3.9654 1.9410 -1.2191
H 1.0290 1.7831 -2.0354
H 2.4436 1.2826 -3.0096
H 2.1655 2.9841 -2.6139
H 4.8073 -0.4746 -0.8201
H 4.5586 -3.0719 -0.5367
H 4.8341 -2.6028 2.4611
H 5.8536 -1.8892 1.2066
H 5.8626 -3.6345 1.4720
H 3.0783 -4.2808 1.8068
H 3.9295 -5.0731 0.4951
H 2.3874 -4.2781 0.1739
H 1.5408 -2.9336 2.1727
H 0.0632 0.4302 5.6871
H 1.5822 -2.8827 4.2692
H 3.3105 -0.4949 5.0883
H 3.3561 -1.2783 3.4995
H 3.8183 -2.1841 4.9513
H 1.5528 -1.1498 6.8090
H 1.9991 -2.8447 6.6909
H 0.3234 -2.3691 6.4260
H -1.5558 2.2647 4.5470
H -0.0154 3.0457 2.0108
H 0.5448 3.3033 3.6743
H -0.8954 4.1333 3.0638
H -2.2359 1.6195 1.6173
H -3.0125 2.8439 2.5826
H -3.1695 1.1436 3.0485
H -2.6905 -4.1967 -0.3843
H -0.9049 -5.7046 0.9461
H -2.1971 -4.1379 3.2275
H -2.1672 -5.8980 3.0887
H -3.0566 -4.9332 1.9084
H 0.3708 -4.3868 3.3782
H 1.2678 -5.1349 2.0419
H 0.2036 -6.1001 3.0517
H -2.7449 -1.9635 -2.4354
H -4.4768 -1.3596 0.0023
H -4.5391 -2.8250 -0.9797
H -5.0266 -1.2792 -1.6732
H -2.8766 0.5395 -0.6854
H -3.3721 0.4231 -2.3517
H -1.6676 0.2779 -1.9529
F -0.7384 1.9901 -0.4568
P -1.5227 3.7252 -1.1400
F -2.8946 2.9638 -0.9459
F -1.3500 2.9917 -2.5498
F -1.5436 4.1136 0.3946
F -2.1178 5.0458 -1.6955
F -0.0016 4.1496 -1.2121
C 0.5599 -2.1216 -7.9741
C -0.3411 -2.6423 -6.8648
N 0.1859 -2.3530 -5.5187
C 0.0792 -1.1830 -4.9079
S 0.7339 -1.0481 -3.2912
N -0.5101 -0.1478 -5.4624
C -0.7419 1.1529 -4.8064
C 0.0423 2.2689 -5.4653
H 0.1131 -2.3467 -8.9415
H 1.5388 -2.5971 -7.9341
H 0.7064 -1.0420 -7.9158
H -0.4480 -3.7232 -6.9216
H -1.3526 -2.2360 -6.9290
H 0.7621 -3.0544 -5.0802
H -0.8083 -0.2355 -6.4242
H -0.4638 1.0477 -3.7571
H -1.8139 1.3458 -4.8233
H 1.1144 2.0725 -5.4344
H -0.1547 3.2020 -4.9392
H -0.2585 2.4040 -6.5052
*
```

---

Density functional theory data (ωB97M-V with the def2-TZVPD basis set) for a single C2H4N4O molecule at a distorted geometry.

Values from the calculation:
Max |F|, eV/Å: 8.13
SMILES: Nn1[nH]ncc1=O
LUMO energy, eV: 0.11
Energy relative to the best compared isomer or geometry (same formula, charge and spin), eV: 4.376
Highest occupied orbital energy, Eh: -0.323
Gap between HOMO and LUMO, eV: 8.898

The geometry in ORCA input format:
```
! RIJCOSX wB97M-V def2-TZVPD def2/J DEFGRID3
* xyz 0 1
N -0.8803 -0.2289 1.8006
N -0.5108 0.0283 0.2601
N -0.4803 1.2280 -0.3023
N 0.4112 1.3175 -1.2116
C 0.9840 0.0809 -1.3708
C 0.4948 -0.7183 -0.4057
O 0.7396 -1.8605 0.1123
H -1.2206 -1.1813 1.7160
H 0.1735 -0.2269 2.1250
H -1.3596 1.8169 -0.4939
H 1.6484 -0.2556 -2.2296
*
```

---

Density functional theory data (ωB97M-V with the def2-TZVPD basis set) for 2 unconnected molecules or ions with the total composition C10H24BrO6P.

Values from the calculation:
Max |F|, eV/Å: 0.78
SMILES: CC[C@H](Br)COCCOC.COP(=O)(OC)OC
LUMO energy, eV: 0.67
Highest occupied orbital energy, Eh: -0.348
Gap between HOMO and LUMO, eV: 10.137

The geometry in ORCA input format:
```
! RIJCOSX wB97M-V def2-TZVPD def2/J DEFGRID3
* xyz 0 1
C 1.7811 2.2586 -0.9521
C 0.5798 2.0594 -0.0080
C -0.6457 1.5537 -0.7188
Br -1.3747 3.0172 -1.8149
C -1.7266 1.1140 0.2307
O -2.8257 0.6240 -0.5030
C -4.1018 0.8417 0.0741
C -5.0912 0.9063 -1.0704
O -6.4013 1.1742 -0.6397
C -6.6193 2.5289 -0.2674
H 1.4931 2.0971 -1.9815
H 2.1826 3.2533 -0.8410
H 2.5201 1.5091 -0.7097
H 0.3254 3.0101 0.4367
H 0.8553 1.3596 0.7725
H -0.4343 0.7155 -1.3676
H -1.9966 1.9172 0.9103
H -1.2936 0.3019 0.8207
H -4.3713 -0.0176 0.6835
H -4.1376 1.7574 0.6569
H -4.7414 1.6215 -1.8111
H -5.0816 -0.0628 -1.5548
H -6.6530 2.6134 0.8130
H -7.5881 2.8332 -0.6520
H -5.8658 3.1899 -0.6807
C 5.7277 -2.1595 1.4328
O 4.6893 -2.6624 0.5794
P 3.3232 -1.8465 0.5408
O 3.4670 -0.4130 0.3095
O 2.5860 -2.2050 1.8915
C 2.5441 -3.5655 2.3441
O 2.4982 -2.6448 -0.5444
C 2.6745 -2.2718 -1.9215
H 6.3064 -3.0105 1.7835
H 6.3704 -1.4879 0.8677
H 5.3171 -1.6275 2.2918
H 3.3663 -3.7411 3.0372
H 2.6088 -4.2695 1.5164
H 1.6010 -3.7102 2.8640
H 2.4565 -3.1467 -2.5276
H 3.6941 -1.9441 -2.1183
H 1.9819 -1.4709 -2.1725
*
```

---

Density functional theory data (ωB97M-V with the def2-TZVPD basis set) for a single C8H10NP molecule at a distorted geometry.

Values from the calculation:
Max |F|, eV/Å: 6.06
LUMO energy (spin up / spin down), eV: 0.81 / -1.25
Energy relative to the best compared isomer or geometry (same formula, charge and spin), eV: 0.792
Highest occupied orbital energy (spin up / spin down), Eh: -0.232 / -0.299
Gap between HOMO and LUMO (spin up / spin down), eV: 7.114 / 6.902

The geometry in ORCA input format:
```
! RIJCOSX wB97M-V def2-TZVPD def2/J DEFGRID3
* xyz 0 3
C -0.8913 -1.5700 1.6498
C -0.1158 -0.6587 2.4773
C -0.8015 -1.3630 0.2630
C 0.4545 0.4004 1.9225
C -0.1123 -0.2891 -0.3467
C 0.3972 0.7758 0.5565
C 0.0540 -0.2667 -1.7189
C -0.2023 -1.2650 -2.8668
N 0.6319 2.1862 0.4089
P 1.2557 3.4467 1.6351
H -1.5817 -2.4796 1.9062
H -0.2600 -0.9297 3.5278
H -1.3335 -2.0202 -0.3832
H 1.0518 0.9440 2.5847
H 0.5394 0.6001 -2.0281
H 0.6886 -1.7023 -3.3676
H -0.4753 -0.6214 -3.6544
H -0.9415 -1.9676 -2.5807
H 0.5390 2.4695 -0.5854
H 1.1031 4.3106 0.6001
*
```

---

Density functional theory data (ωB97M-V with the def2-TZVPD basis set) for a single C13H21NO4 molecule.

Values from the calculation:
Max |F|, eV/Å: 0.50
SMILES: COc1cccc(OCCOCCNCCO)c1
LUMO energy, eV: 0.91
Energy relative to the best compared isomer or geometry (same formula, charge and spin), eV: 2.529
Highest occupied orbital energy, Eh: -0.305
Gap between HOMO and LUMO, eV: 9.224

The geometry in ORCA input format:
```
! RIJCOSX wB97M-V def2-TZVPD def2/J DEFGRID3
* xyz 0 1
C -4.7580 -0.9248 0.8291
O -3.4493 -0.5635 1.1932
C -2.7768 0.3240 0.4109
C -3.2896 0.9285 -0.7289
C -2.5002 1.8262 -1.4325
C -1.2201 2.1229 -1.0226
C -0.6995 1.5115 0.1220
O 0.5806 1.8548 0.4410
C 1.2105 1.2057 1.5295
C 2.7038 1.5744 1.5225
O 3.5518 0.5585 1.0420
C 3.7642 0.5083 -0.3489
C 2.5663 0.0135 -1.1684
N 2.0909 -1.2490 -0.6431
C 0.8211 -1.7040 -1.1767
C 0.3593 -2.8950 -0.3319
O 0.3904 -2.5823 1.0345
C -1.4784 0.6160 0.8346
H -5.4307 -0.0604 0.8322
H -5.0868 -1.6386 1.5828
H -4.7855 -1.4020 -0.1560
H -4.2876 0.7169 -1.0765
H -2.8993 2.2977 -2.3182
H -0.6023 2.8198 -1.5656
H 1.1153 0.1185 1.4406
H 0.7456 1.5329 2.4681
H 3.0339 1.7485 2.5500
H 2.8331 2.4990 0.9445
H 4.6033 -0.1839 -0.4671
H 4.0646 1.4973 -0.7268
H 2.8751 -0.0442 -2.2274
H 1.7528 0.7372 -1.0993
H 2.8021 -1.9657 -0.7630
H 0.8629 -1.9915 -2.2406
H 0.1013 -0.8869 -1.0705
H 1.0077 -3.7628 -0.5364
H -0.6700 -3.1646 -0.5762
H 1.2213 -2.1056 1.1813
H -1.1238 0.1125 1.7179
*
```